No. 1
Computed, not measured: 9 unconnected molecules or ions with the total composition C16H32Cl16N2OPS, with ωB97M-V with the def2-TZVPD basis set.

Geometry as XYZ:
```
69
Properties=species:S:1:pos:R:3:mulliken_charge:R:1
C -4.22 -2.92 -1.19 -1.08
C -2.74 -2.54 -1.44 -0.43
C -2.56 -1.08 -1.86 -0.97
C -2.61 -0.16 -0.64 -0.43
C -2.95 1.31 -0.98 -0.99
C -3.64 1.97 0.15 0.38
N -4.93 2.24 0.21 -0.04
C -5.27 2.77 1.43 -0.37
C -4.14 2.85 2.15 -0.14
S -3.91 3.50 3.74 -0.20
N -3.11 2.34 1.33 0.21
P -1.43 2.18 1.76 0.48
O -0.56 2.16 0.58 -0.57
H -4.85 -2.04 -1.31 0.30
H -4.49 -3.68 -1.91 0.24
H -4.36 -3.29 -0.18 0.28
H -2.28 -3.20 -2.17 0.36
H -2.18 -2.68 -0.51 0.31
H -1.61 -0.95 -2.37 0.38
H -3.34 -0.79 -2.57 0.44
H -1.65 -0.19 -0.11 0.39
H -3.37 -0.54 0.05 0.51
H -2.05 1.87 -1.21 0.38
H -3.61 1.35 -1.85 0.49
H -5.58 2.05 -0.54 0.25
H -6.26 3.08 1.71 0.46
H -3.82 2.36 4.44 0.23
H -1.46 1.02 2.54 0.12
H -1.19 3.24 2.65 0.02
C 1.58 5.21 1.86 0.09
Cl 3.29 4.94 2.18 -0.15
Cl 0.69 5.71 3.32 -0.11
H 1.48 5.99 1.12 0.30
H 1.16 4.28 1.50 -0.11
C 4.95 2.58 -0.22 -0.18
Cl 6.10 1.33 -0.70 -0.13
Cl 4.23 3.39 -1.62 -0.16
H 4.15 2.11 0.35 0.23
H 5.46 3.32 0.38 0.25
C 6.66 -2.22 0.95 0.19
Cl 7.52 -3.56 0.17 -0.14
Cl 5.21 -2.77 1.82 -0.18
H 7.33 -1.76 1.67 -0.04
H 6.36 -1.52 0.19 0.14
C 9.96 -0.34 0.36 -0.03
Cl 11.67 -0.68 0.63 -0.16
Cl 9.15 0.21 1.83 -0.15
H 9.88 0.43 -0.39 0.33
H 9.48 -1.26 0.03 0.04
C -3.92 -5.71 -4.71 -0.23
Cl -4.27 -3.97 -4.85 -0.13
Cl -3.38 -6.15 -3.09 -0.17
H -4.83 -6.25 -4.94 0.26
H -3.14 -5.95 -5.42 0.26
C -5.18 -5.30 -8.68 -0.27
Cl -3.57 -6.02 -8.48 -0.15
Cl -6.29 -5.80 -7.40 -0.14
H -5.08 -4.22 -8.64 0.26
H -5.58 -5.62 -9.63 0.32
C 7.89 -3.86 4.51 -0.23
Cl 9.07 -2.86 3.65 -0.11
Cl 8.67 -5.02 5.60 -0.16
H 7.26 -3.21 5.10 0.29
H 7.31 -4.41 3.78 0.23
C -3.49 7.34 5.04 0.10
Cl -1.76 7.12 5.36 -0.13
Cl -4.39 7.78 6.49 -0.15
H -3.60 8.13 4.31 0.29
H -3.88 6.40 4.67 -0.15
```

Output
HOMO-LUMO gap: 8.7 eV
charge: +1

No. 2
Computed, not measured: 2 unconnected molecules or ions with the total composition C3H4O2S in a non-equilibrium geometry, with ωB97M-V with the def2-TZVPD basis set.

Geometry as XYZ:
```
10
Properties=species:S:1:pos:R:3:mulliken_charge:R:1
C 1.62 -1.59 0.04 -1.00
C 1.50 -0.36 0.47 0.71
C -1.66 1.55 0.05 -0.44
O -1.26 -0.90 -0.48 -0.52
O 1.33 0.73 0.81 -0.36
S -0.94 0.46 -0.86 0.33
H 0.76 -1.81 -0.44 0.42
H 2.53 -2.06 -0.03 0.30
H -1.66 2.49 -0.52 0.27
H -2.21 1.50 0.96 0.30
```

Output
relative energy (zero: lowest compared OMol25 entry of this formula, charge and spin): 3.197 eV
HOMO-LUMO gap: 9.1 eV

No. 3
Computed, not measured: a molecular structure, C19H43AlO2P3 in a non-equilibrium geometry, with ωB97M-V with the def2-TZVPD basis set.

Geometry as XYZ:
```
68
Properties=species:S:1:pos:R:3:mulliken_charge:R:1
Al -0.72 0.72 0.13 -0.12
P -0.67 -0.16 -2.10 1.33
P -3.03 -0.42 0.22 0.65
P 1.55 1.87 0.43 1.22
H -0.91 -1.19 2.12 0.46
C -0.33 -0.28 1.98 -0.74
C -0.91 0.99 2.22 -0.31
H -1.96 1.07 2.51 0.50
C -0.33 -1.93 -1.77 -1.61
C -2.02 -0.22 -3.36 -1.50
C 0.68 0.45 -3.17 -1.17
C -3.91 -0.39 1.83 -1.50
C -4.38 0.20 -0.85 -1.20
C -3.12 -2.23 -0.09 -1.30
C 2.04 2.53 2.09 -1.53
C 1.81 3.25 -0.73 -1.30
C 3.01 0.84 0.11 -1.01
H 0.73 -0.41 2.17 0.44
H -0.28 1.77 2.63 0.40
H 0.41 -2.29 -2.50 0.54
H -1.24 -2.55 -1.87 0.47
H 0.08 -2.06 -0.76 0.39
H -1.55 -0.45 -4.33 0.54
H -2.49 0.77 -3.44 0.45
H -2.81 -0.97 -3.17 0.45
H 0.56 0.00 -4.17 0.49
H 1.69 0.23 -2.79 0.28
H 0.59 1.54 -3.25 0.34
H -4.72 -1.13 1.77 0.55
H -4.36 0.60 2.03 0.37
H -3.23 -0.66 2.65 0.44
H -5.25 -0.47 -0.71 0.43
H -4.09 0.20 -1.91 0.26
H -4.67 1.22 -0.56 0.38
H -4.06 -2.61 0.34 0.58
H -2.28 -2.74 0.41 0.36
H -3.11 -2.48 -1.16 0.30
H 3.13 2.62 2.11 0.54
H 1.75 1.86 2.91 0.43
H 1.61 3.53 2.29 0.39
H 2.87 3.52 -0.70 0.48
H 1.22 4.14 -0.47 0.41
H 1.57 2.96 -1.76 0.30
H 3.89 1.26 0.62 0.54
H 3.21 0.71 -0.96 0.42
H 2.81 -0.15 0.52 -0.26
C 3.31 -2.76 0.25 0.92
C 3.24 -4.01 -0.36 -0.48
C 4.21 -4.97 -0.02 -0.51
C 5.24 -4.66 0.88 -0.56
C 5.30 -3.39 1.47 -0.59
C 4.30 -2.43 1.20 -0.39
O 2.18 -1.94 0.12 -0.32
H 2.05 -1.81 -0.84 0.11
H 2.39 -4.22 -1.04 0.30
H 4.10 -5.97 -0.42 0.39
H 6.03 -5.39 1.11 0.39
H 6.11 -3.17 2.17 0.39
H 4.25 -1.48 1.74 0.28
C -2.43 4.16 1.57 -1.02
C -2.75 3.43 0.30 -0.07
O -1.52 2.63 -0.15 -0.14
H -2.17 3.46 2.37 0.18
H -3.33 4.72 1.88 0.44
H -1.60 4.86 1.39 0.32
H -3.56 2.70 0.40 -0.05
H -2.99 4.10 -0.53 0.46
H -1.18 3.06 -0.95 0.35
```

Output
relative energy (zero: lowest compared OMol25 entry of this formula, charge and spin): 0.932 eV
HOMO-LUMO gap: 3.5 eV
charge: +3

No. 4
Computed, not measured: 9 unconnected molecules or ions with the total composition C22H64O14S10 in a non-equilibrium geometry, with ωB97M-V with the def2-TZVPD basis set.

Geometry as XYZ:
```
110
Properties=species:S:1:pos:R:3:mulliken_charge:R:1
O 3.86 0.10 2.73 -0.78
S 2.54 0.52 2.34 1.04
O 1.50 -0.44 2.54 -1.21
O 2.18 1.99 3.02 -0.46
C 3.20 2.92 3.22 0.31
C 2.81 3.61 4.56 -1.38
C 2.60 1.06 0.62 0.28
H 3.02 3.66 2.43 -0.22
H 4.24 2.60 3.27 0.47
H 3.61 4.00 5.19 0.31
H 2.15 3.06 5.22 0.33
H 2.13 4.40 4.27 0.39
H 3.42 1.78 0.64 0.68
H 1.66 1.55 0.41 -1.00
H 2.80 0.15 0.05 -1.24
O -1.71 2.16 -0.63 -0.65
S -0.26 1.97 -0.36 1.68
O 0.50 2.86 0.43 -0.42
O 0.03 0.39 0.19 2.40
C -0.73 -0.57 -0.22 -2.72
C -0.32 -1.81 0.56 1.63
C 0.57 1.88 -2.03 -1.32
H -0.69 -0.74 -1.30 -0.03
H -1.73 -0.21 0.02 2.29
H -1.08 -2.59 0.49 -0.52
H -0.36 -1.47 1.60 -1.10
H 0.64 -2.28 0.36 -1.49
H 0.40 2.77 -2.63 0.72
H 0.19 1.00 -2.55 0.42
H 1.65 1.76 -1.89 0.49
C 3.28 -1.06 -2.59 -1.48
S 1.69 -1.29 -1.79 1.52
O 0.69 -0.42 -2.61 -0.90
C 1.28 -3.11 -2.14 -1.00
H 3.42 0.02 -2.59 0.35
H 3.19 -1.34 -3.64 0.45
H 3.98 -1.72 -2.07 0.42
H 2.15 -3.70 -1.85 0.36
H 0.93 -3.28 -3.16 0.53
H 0.46 -3.50 -1.53 0.17
C -1.58 -7.10 -0.14 -1.03
S -2.02 -5.37 0.50 0.38
O -3.15 -4.81 -0.34 -0.70
C -0.39 -4.69 0.05 -0.34
H -1.81 -7.26 -1.19 0.28
H -2.11 -7.83 0.47 0.39
H -0.54 -7.34 0.06 0.39
H 0.27 -4.94 0.88 0.03
H -0.53 -3.61 0.04 -0.77
H -0.14 -5.13 -0.92 0.98
C -4.41 -3.47 1.26 -0.42
S -4.81 -1.94 0.29 0.18
O -4.20 -0.88 1.17 -0.47
C -3.63 -2.13 -1.06 0.03
H -4.84 -4.33 0.76 0.36
H -4.71 -3.48 2.31 0.51
H -3.32 -3.53 1.30 -0.32
H -2.64 -1.70 -0.89 -0.67
H -4.03 -1.69 -1.97 0.55
H -3.50 -3.18 -1.34 0.60
C -1.06 4.07 -2.07 0.84
S -2.14 5.54 -1.95 0.41
O -1.81 6.31 -3.25 -0.66
C -3.71 4.50 -2.16 -0.73
H -0.01 4.34 -2.01 -0.05
H -1.10 3.80 -3.12 0.37
H -1.32 3.18 -1.48 -1.14
H -3.68 3.79 -2.98 0.45
H -4.56 5.18 -2.30 0.47
H -3.81 3.91 -1.24 0.20
C -2.44 1.88 -3.30 -0.40
S -3.37 0.48 -4.10 0.21
O -4.86 0.50 -3.55 -0.65
C -2.60 -0.91 -3.21 -0.26
H -3.14 2.57 -2.83 -0.50
H -2.11 2.52 -4.12 0.72
H -1.69 1.50 -2.61 0.02
H -1.53 -0.72 -3.21 -0.06
H -2.85 -1.80 -3.79 0.73
H -2.91 -0.85 -2.17 -0.54
C -0.68 1.58 3.24 -0.56
S -1.32 -0.03 2.68 1.38
O -2.70 -0.07 3.28 -0.85
C -0.31 -1.18 3.69 -1.30
H 0.25 1.81 2.73 -0.42
H -0.69 1.86 4.29 0.44
H -1.28 2.36 2.77 0.44
H -0.82 -2.14 3.66 0.38
H -0.32 -0.93 4.75 0.56
H 0.73 -1.17 3.38 0.36
C 1.04 -4.18 2.37 -0.57
S 2.15 -3.87 0.89 -0.24
O 1.13 -3.84 -0.29 -0.32
C 2.41 -2.03 1.30 -1.16
H 1.39 -3.92 3.37 0.46
H 0.87 -5.25 2.44 0.48
H 0.05 -3.79 2.17 -0.12
H 2.98 -1.57 0.49 0.64
H 3.05 -2.10 2.18 1.18
H 1.51 -1.57 1.70 0.20
C 2.07 4.14 -0.39 -0.28
S 3.73 4.57 0.32 0.49
O 4.53 3.23 0.27 -0.71
C 4.40 5.81 -0.82 -1.04
H 1.24 4.73 0.01 0.49
H 1.99 3.10 -0.07 -0.11
H 2.03 4.14 -1.48 0.41
H 5.48 5.92 -0.79 0.37
H 3.86 6.73 -0.61 0.37
H 4.11 5.64 -1.86 0.32
```

Output
relative energy (zero: lowest compared OMol25 entry of this formula, charge and spin): 22.421 eV
HOMO-LUMO gap: 7.5 eV

No. 5
Computed, not measured: 2 unconnected molecules or ions with the total composition C10H15ClSSi in a non-equilibrium geometry, with ωB97M-V with the def2-TZVPD basis set.

Geometry as XYZ:
```
28
Properties=species:S:1:pos:R:3:mulliken_charge:R:1
C -0.81 -1.48 -3.92 -0.46
C -1.18 -1.87 -2.67 -0.56
C -0.29 -0.19 -4.11 -0.67
C -1.21 -0.99 -1.53 -0.59
C -0.32 0.68 -3.04 -0.26
C -0.88 0.36 -1.75 0.19
C 2.32 1.88 2.22 -1.23
C -1.77 0.30 2.78 -1.14
C 2.31 0.75 1.11 -0.41
C -0.69 -0.75 2.60 -0.43
Si 0.73 -0.35 1.38 0.14
S -0.85 1.43 -0.43 -0.15
Cl 1.33 -2.14 0.71 -0.33
H -0.95 -2.03 -4.73 0.55
H -1.51 -2.92 -2.50 0.28
H 0.15 0.06 -4.95 0.54
H -1.65 -1.23 -0.68 0.80
H 0.11 1.65 -3.17 0.35
H 3.32 2.17 2.31 0.43
H 1.86 2.79 1.91 0.31
H 2.04 1.43 3.16 0.34
H -2.64 -0.18 3.01 0.42
H -1.53 1.16 3.59 0.24
H -1.91 0.83 1.93 0.32
H 3.30 0.23 1.26 0.35
H 2.26 1.15 -0.02 0.27
H -1.24 -1.63 2.04 0.22
H -0.28 -1.11 3.50 0.50
```

Output
spin multiplicity: 3
HOMO-LUMO gap (spin up / spin down): 5.9 / 6.6 eV

No. 6
Computed, not measured: 2 unconnected molecules or ions with the total composition C3H11N3 in a non-equilibrium geometry, with ωB97M-V with the def2-TZVPD basis set.

Geometry as XYZ:
```
17
Properties=species:S:1:pos:R:3:mulliken_charge:R:1
C 0.30 3.05 0.72 -0.90
C 0.79 2.12 -0.10 0.27
N 0.79 2.11 -1.48 -0.43
H -0.04 4.04 0.42 0.26
H 0.52 2.98 1.77 0.24
H 0.99 1.14 0.31 0.14
H 0.54 2.98 -1.94 0.20
H 1.52 1.57 -1.90 0.22
N -0.19 -2.97 -0.79 -0.61
C -0.43 -1.75 -0.02 -0.24
N -1.17 -1.94 1.19 -0.47
H 0.49 -3.55 -0.31 0.21
H -1.02 -3.56 -0.76 0.26
H 0.58 -1.38 0.17 0.18
H -0.95 -1.07 -0.68 0.32
H -2.07 -1.54 1.38 0.18
H -0.65 -2.22 2.01 0.16
```

Output
relative energy (zero: lowest compared OMol25 entry of this formula, charge and spin): 1.512 eV
HOMO-LUMO gap: 9.3 eV
structure (SMILES): C=CN.NCN